A cluster of 3 separate species, C7H13Cl3O6 in total at a distorted geometry. Source: the OMol25 dataset; level of theory: ωB97M-V with the def2-TZVPD basis set.

Structure (XYZ):
```
29
Properties=species:S:1:pos:R:3:forces:R:3
C 5.110126 1.874187 1.184444 -0.1 -0.5 -0.6
Cl 6.514846 2.573987 1.979804 -0.2 -0.2 0.0
Cl 5.457356 0.199387 0.567394 -0.1 0.9 0.4
Cl 4.578316 2.911017 -0.163246 0.1 -0.3 0.3
H 4.271806 1.773557 1.873784 0.3 0.1 -0.1
C -0.886744 -0.701723 2.491824 -1.0 1.5 0.0
O -0.348794 0.552407 1.969744 0.3 1.6 -0.7
C -1.171524 1.652977 1.688234 0.2 -1.8 0.1
O -2.362754 1.623907 1.831064 0.1 0.3 0.0
O -0.448654 2.676797 1.195704 0.7 -0.6 0.7
C -1.128544 3.854747 0.726264 -1.1 -0.4 0.0
H -1.852694 -0.872493 2.016564 0.1 -0.2 0.0
H -1.063114 -0.553263 3.557174 0.1 -0.2 0.0
H -0.198764 -1.529653 2.320604 0.1 0.5 -0.2
H -1.829104 4.267037 1.452434 0.1 -0.3 0.3
H -1.734234 3.548047 -0.126476 0.1 0.3 -0.2
H -0.430614 4.651617 0.469384 0.3 -0.6 0.0
C -3.235004 -1.555833 -1.907266 -1.3 -0.5 0.8
O -2.008694 -1.684053 -2.577306 1.0 0.2 -0.2
C -1.118644 -2.584843 -2.132276 0.1 -0.6 1.1
O -1.349304 -3.434233 -1.279776 0.8 1.3 -1.5
O 0.048476 -2.321733 -2.773436 -1.1 0.2 -0.3
C 1.246286 -2.974233 -2.395026 0.2 -0.4 0.9
H -3.594554 -0.526923 -1.893876 0.4 0.1 -0.5
H -3.218784 -1.862323 -0.861376 0.5 -0.2 0.0
H -3.988904 -2.186803 -2.378016 0.0 0.0 -0.2
H 2.065706 -2.755613 -3.079756 -0.6 0.1 -0.5
H 1.090246 -4.049913 -2.313356 0.1 0.0 0.0
H 1.586266 -2.566023 -1.443246 -0.2 -0.2 0.2
```
Positions in Å, forces in eV/Å.

Calculated values
- Largest force on an atom: 2.125 eV/A
- Frontier orbital gap: 11.4 eV
- SMILES: COC(=O)OC.COC(=O)OC.ClC(Cl)Cl
- Molecular weight: 299.5 g mol⁻¹